Entry 1:
{"formula": "C20H40AgB2F8O10S5", "method": "ωB97M-V/def2-TZVPD", "elements": ["Ag", "B", "F", "F", "F", "F", "B", "F", "F", "F", "F", "C", "C", "C", "S", "O", "O", "C", "H", "H", "H", "H", "H", "H", "H", "H", "C", "C", "C", "S", "O", "O", "C", "H", "H", "H", "H", "H", "H", "H", "H", "C", "C", "C", "S", "O", "O", "C", "H", "H", "H", "H", "H", "H", "H", "H", "C", "C", "C", "S", "O", "O", "C", "H", "H", "H", "H", "H", "H", "H", "H", "C", "C", "C", "S", "O", "O", "C", "H", "H", "H", "H", "H", "H", "H", "H"], "xyz": [[0.357, 0.507, -0.207], [0.961, 3.505, -0.727], [1.671, 2.421, -1.204], [-0.444, 3.435, -1.075], [1.151, 3.656, 0.613], [1.456, 4.675, -1.370], [2.985, -1.391, -1.418], [3.575, -2.423, -0.645], [2.538, -0.359, -0.423], [3.967, -0.823, -2.296], [1.947, -1.855, -2.184], [0.641, 2.318, -4.766], [-0.835, 2.674, -4.779], [-1.475, 2.050, -3.547], [-0.710, 0.425, -3.538], [-1.427, -0.487, -4.379], [-0.388, -0.012, -2.199], [0.728, 0.862, -4.446], [1.163, 2.899, -3.999], [1.100, 2.677, -5.707], [-1.377, 2.288, -5.653], [-1.039, 3.747, -4.768], [-2.569, 1.892, -3.527], [-1.125, 2.563, -2.653], [0.851, 0.226, -5.290], [1.535, 0.623, -3.748], [-3.699, 3.051, 1.963], [-2.454, 3.797, 1.392], [-1.300, 2.972, 2.015], [-1.806, 1.342, 1.978], [-1.305, 0.607, 3.101], [-1.559, 0.837, 0.579], [-3.675, 1.514, 1.966], [-4.644, 3.241, 1.537], [-3.839, 3.351, 2.994], [-2.355, 4.848, 1.679], [-2.480, 3.777, 0.277], [-0.968, 3.239, 2.991], [-0.401, 3.118, 1.447], [-4.026, 1.121, 2.905], [-3.901, 1.074, 1.025], [2.161, -4.436, 3.137], [1.352, -3.435, 4.048], [-0.084, -3.338, 3.318], [0.323, -3.279, 1.638], [0.365, -1.823, 1.289], [-0.496, -4.205, 0.916], [1.999, -3.914, 1.655], [1.909, -5.490, 3.195], [3.213, -4.366, 3.484], [1.843, -2.456, 3.929], [1.211, -3.784, 5.045], [-0.764, -2.548, 3.618], [-0.689, -4.240, 3.560], [2.593, -3.078, 1.511], [2.158, -4.724, 0.968], [4.958, 1.412, 1.168], [4.863, -0.007, 1.766], [3.451, -0.339, 2.419], [2.527, 1.133, 2.175], [2.460, 1.819, 3.448], [1.123, 0.851, 1.700], [3.577, 2.018, 1.010], [5.543, 1.420, 0.256], [5.527, 1.957, 1.884], [5.601, -0.028, 2.579], [5.042, -0.749, 1.042], [3.362, -0.476, 3.478], [2.854, -1.111, 1.885], [3.515, 3.050, 1.282], [3.219, 1.817, -0.009], [-3.011, -3.268, -1.002], [-3.171, -2.859, -2.479], [-4.143, -1.730, -2.488], [-3.963, -0.859, -0.963], [-5.096, -1.005, -0.130], [-3.460, 0.503, -1.203], [-2.801, -1.976, -0.255], [-2.139, -3.866, -0.775], [-3.937, -3.710, -0.577], [-3.465, -3.678, -3.119], [-2.200, -2.601, -2.855], [-5.212, -2.134, -2.407], [-4.236, -1.032, -3.419], [-2.925, -1.907, 0.842], [-1.780, -1.515, -0.475]], "gap_ha": [0.389, 0.246], "max_force_ha_per_bohr": 0.079, "homo_ev": [-10.275, -10.274], "multiplicity": 2, "e_tot_ev": -123139.764}

Entry 2:
{"formula": "C20H40BFN4O9PS", "method": "ωB97M-V/def2-TZVPD", "elements": ["C", "C", "C", "C", "C", "C", "O", "C", "O", "C", "O", "S", "O", "O", "O", "C", "C", "C", "N", "C", "C", "C", "C", "O", "P", "N", "C", "F", "B", "N", "O", "H", "H", "H", "H", "H", "H", "H", "H", "H", "H", "H", "H", "H", "H", "H", "H", "H", "H", "H", "H", "H", "H", "H", "H", "H", "H", "H", "H", "C", "C", "C", "O", "C", "N", "H", "H", "H", "H", "H", "H", "H", "H", "H", "H", "H", "H"], "xyz": [[-3.194, 1.802, -1.108], [-2.069, 1.905, -1.510], [-0.643, 2.009, -1.808], [0.273, 1.950, -0.550], [-0.195, 0.822, 0.371], [-0.503, -0.534, -0.261], [0.295, -1.535, 0.400], [0.406, -2.677, -0.264], [-0.284, -3.008, -1.195], [0.095, 3.307, 0.185], [-1.037, 3.307, 0.994], [1.478, 3.861, 1.283], [1.646, 5.256, 1.029], [1.160, 3.459, 2.615], [2.828, 3.147, 0.819], [2.858, 1.989, -0.035], [3.061, 0.693, 0.784], [2.877, 0.840, 2.300], [3.064, -0.481, 2.912], [2.530, -0.540, 4.280], [2.132, -1.964, 4.653], [4.458, -0.863, 2.881], [4.767, -2.098, 2.083], [5.306, -0.245, 3.465], [4.495, 2.237, -0.940], [5.710, 2.701, -0.084], [1.731, 1.933, -1.077], [1.827, 3.167, -1.778], [2.052, 0.783, -2.187], [2.157, -0.639, -1.885], [2.198, 1.254, -3.470], [-4.251, 1.782, -1.013], [-0.462, 2.936, -2.345], [-0.409, 1.185, -2.485], [0.482, 0.644, 1.199], [-1.113, 1.161, 0.837], [-0.317, -0.588, -1.327], [-1.545, -0.798, -0.088], [1.219, -3.297, 0.122], [0.039, 4.111, -0.543], [-1.495, 4.150, 0.909], [2.403, -0.108, 0.460], [4.084, 0.332, 0.640], [1.848, 1.111, 2.501], [3.546, 1.595, 2.713], [3.232, -0.138, 5.015], [1.633, 0.073, 4.320], [1.746, -1.983, 5.669], [2.964, -2.657, 4.554], [1.332, -2.281, 3.984], [5.795, -2.079, 1.737], [4.089, -2.155, 1.233], [4.569, -2.980, 2.690], [4.229, 3.093, -2.018], [4.715, 0.949, -1.487], [5.512, 2.849, 0.898], [3.101, -0.895, -1.614], [1.891, -1.217, -2.676], [1.692, 0.752, -4.120], [-6.614, -3.464, -1.962], [-5.513, -2.726, -2.701], [-4.483, -2.045, -1.798], [-5.048, -0.879, -1.232], [-5.421, -0.969, 0.149], [-6.134, -1.602, -3.497], [-7.240, -2.782, -1.383], [-7.260, -4.007, -2.654], [-6.178, -4.190, -1.280], [-5.022, -3.392, -3.410], [-3.626, -1.725, -2.399], [-4.114, -2.739, -1.043], [-4.727, -1.606, 0.697], [-6.438, -1.348, 0.262], [-5.375, 0.036, 0.562], [-6.996, -1.879, -3.967], [-5.489, -1.220, -4.191], [-6.328, -0.846, -2.822]], "gap_ha": 0.250, "max_force_ha_per_bohr": 0.031, "homo_ev": -10.302, "multiplicity": 1, "e_tot_ev": -69285.159, "charge": 1}

Entry 3:
{"formula": "C20H40ClLi2O9", "method": "ωB97M-V/def2-TZVPD", "elements": ["Li", "Li", "Cl", "O", "O", "O", "O", "C", "C", "C", "O", "C", "H", "H", "H", "H", "H", "H", "H", "H", "C", "C", "C", "O", "C", "H", "H", "H", "H", "H", "H", "H", "H", "C", "C", "C", "O", "C", "H", "H", "H", "H", "H", "H", "H", "H", "C", "C", "C", "O", "C", "H", "H", "H", "H", "H", "H", "H", "H", "C", "C", "C", "O", "C", "H", "H", "H", "H", "H", "H", "H", "H"], "xyz": [[-1.383, -1.465, -3.106], [-2.266, -1.474, 2.967], [0.029, -0.341, 0.104], [0.295, 1.006, -0.146], [1.220, -1.037, 0.456], [-0.980, -0.456, 1.165], [-0.527, -0.844, -1.089], [1.040, 0.908, -5.627], [2.083, 0.180, -4.822], [1.262, -0.551, -3.770], [0.036, -0.860, -4.475], [0.024, -0.202, -5.747], [1.438, 1.328, -6.551], [0.653, 1.765, -5.077], [2.939, 0.739, -4.444], [2.631, -0.530, -5.442], [1.042, 0.034, -2.877], [1.868, -1.387, -3.422], [-0.963, 0.188, -5.997], [0.425, -0.840, -6.533], [0.884, 0.364, 5.282], [-0.407, 0.569, 6.031], [-1.396, 0.509, 4.849], [-0.912, -0.594, 4.083], [0.549, -0.531, 4.070], [1.570, -0.112, 5.983], [1.302, 1.311, 4.941], [-0.617, 1.486, 6.581], [-0.524, -0.216, 6.778], [-1.398, 1.422, 4.252], [-2.407, 0.408, 5.243], [1.018, -0.076, 3.198], [0.970, -1.537, 4.095], [-1.552, -5.582, 1.522], [-0.364, -5.385, 2.396], [-0.168, -3.896, 2.339], [-1.553, -3.348, 2.305], [-2.474, -4.411, 1.973], [-2.164, -6.457, 1.738], [-1.203, -5.668, 0.493], [0.523, -5.930, 2.074], [-0.569, -5.917, 3.325], [0.365, -3.422, 1.515], [0.357, -3.560, 3.233], [-3.180, -4.084, 1.210], [-3.082, -4.677, 2.838], [4.010, 3.754, 0.897], [2.506, 3.723, 1.206], [2.437, 2.549, 2.130], [3.687, 2.684, 2.851], [4.568, 3.670, 2.302], [4.312, 4.668, 0.387], [4.334, 2.894, 0.310], [1.841, 3.539, 0.362], [2.145, 4.618, 1.713], [2.501, 1.608, 1.583], [1.547, 2.599, 2.758], [5.605, 3.333, 2.307], [4.563, 4.603, 2.865], [-3.405, 1.632, -4.734], [-2.530, 2.473, -3.805], [-2.088, 1.484, -2.812], [-2.488, 0.222, -3.388], [-3.713, 0.398, -4.042], [-3.029, 1.390, -5.728], [-4.383, 2.112, -4.786], [-3.106, 3.308, -3.406], [-1.728, 3.020, -4.302], [-2.546, 1.525, -1.824], [-0.999, 1.517, -2.781], [-4.542, 0.338, -3.337], [-3.931, -0.485, -4.642]], "gap_ha": [0.373, 0.148], "max_force_ha_per_bohr": 0.070, "homo_ev": [-14.531, -14.531], "multiplicity": 2, "e_tot_ev": -52725.226, "charge": 2}

Summary of molar mass in g mol⁻¹
882.3 573.4 473.9
(order as listed above)